(1)
Density functional theory data (wB97M-V/def2-TZVPD) for a molecular structure, C4H8N2O2 in a non-equilibrium geometry.

The calculation puts the energy relative to the best compared isomer or geometry (same formula, charge and spin) at 2.486 eV. The orbital gap is 0.3635 Eh.

Geometry as XYZ:
```
16
C4H8N2O2 | the Open Molecules 2025 dataset | wB97M-V/def2-TZVPD
O 0.713 2.247 -0.185
O -0.667 -1.646 -0.665
N 0.973 -0.044 -0.003
N -0.935 0.582 0.265
C -0.314 -0.783 0.332
C 2.426 -0.368 0.106
C 0.248 1.129 -0.037
C -2.336 0.795 0.086
H 0.008 -1.782 -1.448
H -0.319 -1.265 1.251
H -2.766 0.978 1.042
H -2.922 -0.072 -0.442
H 2.872 -0.201 1.108
H 2.991 0.267 -0.595
H 2.554 -1.415 -0.198
H -2.525 1.578 -0.617
```

---

(2)
Density functional theory data (wB97M-V/def2-TZVPD) for 2 unconnected molecules or ions with the total composition C3H6NS in a non-equilibrium geometry.

The calculation puts the energy relative to the best compared isomer or geometry (same formula, charge and spin) at 1.953 eV. The orbital gap is 0.3226 Eh. The charge is +1.

Geometry as XYZ:
```
11
C3H6NS | the Open Molecules 2025 dataset | wB97M-V/def2-TZVPD
S -2.214 1.035 -1.818
N -0.685 0.698 0.557
C 0.844 -1.693 0.114
C 1.845 -1.061 0.527
C -0.846 0.850 -0.964
H -0.397 1.697 0.826
H -1.586 0.399 1.084
H 0.029 -0.129 0.792
H 0.065 -2.143 -0.307
H 2.782 -0.571 0.669
H 0.162 0.916 -1.480
```

---

(3)
Density functional theory data (wB97M-V/def2-TZVPD) for a molecular structure, CHLiLuO3 in a non-equilibrium geometry.

Its spin multiplicity is 2. The expectation value of S² is 0.853. The calculation puts the energy relative to the best compared isomer or geometry (same formula, charge and spin) at 0.000 eV. The orbital gap (spin up / spin down) is 0.1988 / 0.1932 Eh. The charge is +2.

Geometry as XYZ:
```
7
CHLiLuO3 | the Open Molecules 2025 dataset | wB97M-V/def2-TZVPD
Lu 0.101 -1.876 0.711
O -0.662 0.940 -1.337
O 1.110 0.614 1.962
O -0.826 -0.230 -1.544
C 1.082 1.689 1.575
Li -0.933 -2.044 -0.633
H 0.129 0.907 -0.734
```

---

(4)
Density functional theory data (wB97M-V/def2-TZVPD) for 2 unconnected molecules or ions with the total composition C3H10NO in a non-equilibrium geometry.

The calculation puts the energy relative to the best compared isomer or geometry (same formula, charge and spin) at 3.812 eV. The orbital gap is 0.2101 Eh. The charge is +1.

Geometry as XYZ:
```
15
C3H10NO | the Open Molecules 2025 dataset | wB97M-V/def2-TZVPD
O 2.331 0.869 -0.359
N -0.814 -0.127 -0.381
C -1.561 -1.274 0.055
C -1.026 1.221 0.192
C 2.437 -0.250 0.206
H -0.814 1.200 1.238
H -1.012 -2.080 -0.459
H 3.462 -0.739 0.376
H -0.893 -0.029 -1.354
H -2.529 -1.328 -0.254
H -1.581 -1.556 1.170
H -0.371 1.899 -0.222
H 1.362 -0.611 0.337
H -2.093 1.451 0.014
H 3.103 1.353 -0.559
```

---

(5)
Density functional theory data (wB97M-V/def2-TZVPD) for a molecular structure, C24H39N3O8SSiZn.

The calculation puts the energy relative to the best compared isomer or geometry (same formula, charge and spin) at 0.000 eV. The orbital gap is 0.3137 Eh.

Geometry as XYZ:
```
77
C24H39N3O8SSiZn | the Open Molecules 2025 dataset | wB97M-V/def2-TZVPD
Zn 2.074 -0.275 1.085
S 0.983 0.465 -0.825
Si -1.021 0.530 -0.187
O 2.245 -6.106 -1.335
O -1.722 2.004 -0.327
O -1.003 0.253 1.452
O -1.998 -0.500 -0.989
O 1.436 -1.707 2.295
O 1.006 -3.906 2.332
O 1.119 1.051 2.617
O 1.288 -5.875 0.666
N 3.279 -3.561 -1.280
N 3.075 -1.937 0.153
N 3.302 1.545 1.132
C 2.491 2.588 1.323
C -3.413 -0.163 1.771
C 3.691 3.893 -0.272
C -2.231 1.693 2.964
C 1.369 2.417 2.327
C -1.501 2.346 -2.759
C -1.150 -1.878 -2.788
C 3.585 -2.275 -1.013
C -1.859 -1.864 -1.438
C 4.320 1.668 0.267
C 1.997 -5.449 -0.348
C -2.103 0.272 2.418
C -1.079 -2.683 -0.416
C 1.545 -2.898 1.854
C -1.785 4.226 -1.140
C -3.275 -2.396 -1.582
C 2.396 -3.037 0.630
C 4.551 2.817 -0.457
C -3.673 2.625 -1.550
C 4.367 -1.389 -1.920
C 2.521 -4.064 -0.256
C -2.160 2.785 -1.454
C -1.709 -0.703 3.516
C 2.661 3.783 0.642
H 3.821 4.803 -0.846
H -3.315 -1.163 1.344
H 4.961 0.798 0.164
H 0.263 0.771 2.213
H -3.795 -2.352 -0.622
H -0.697 4.314 -1.069
H 5.374 2.866 -1.159
H -1.530 -1.696 3.099
H 4.475 -1.845 -2.904
H 5.363 -1.204 -1.514
H -1.793 1.321 -3.010
H -2.144 4.897 -1.926
H -1.605 -2.726 0.543
H -3.259 -3.434 -1.927
H -3.828 -1.792 -2.306
H -2.279 2.405 2.138
H -4.203 -0.184 2.524
H -2.508 -0.765 4.262
H -3.706 0.525 0.972
H -0.173 -1.401 -2.701
H -1.742 -1.333 -3.529
H -1.814 3.007 -3.570
H 1.683 2.896 3.254
H 1.970 4.600 0.813
H -0.936 -3.706 -0.776
H 0.475 2.927 1.971
H -4.067 3.180 -2.406
H -1.379 1.941 3.606
H -1.020 -2.908 -3.135
H -0.788 -0.383 4.014
H -4.151 2.995 -0.638
H 1.179 -5.154 1.366
H 3.503 -4.094 -2.106
H -0.097 -2.231 -0.250
H -0.414 2.380 -2.672
H -3.918 1.566 -1.668
H -2.227 4.530 -0.187
H 3.847 -0.435 -2.027
H -3.142 1.785 3.562
```

---

(6)
Density functional theory data (wB97M-V/def2-TZVPD) for 10 unconnected molecules or ions with the total composition C23H57NO14S10 in a non-equilibrium geometry.

The orbital gap is 0.2796 Eh.

Geometry as XYZ:
```
105
C23H57NO14S10 | the Open Molecules 2025 dataset | wB97M-V/def2-TZVPD
S 4.603 2.918 4.183
S 2.627 -4.852 -4.378
S -7.955 -2.107 0.972
S -7.088 2.614 1.804
S -1.700 2.658 1.449
S 6.779 -2.663 3.082
S -11.578 0.764 1.480
S 1.529 6.386 -2.883
S 6.472 -3.482 -2.091
S 6.193 1.044 -0.570
O -5.763 3.219 1.482
O 6.456 2.144 -1.545
O 3.680 2.798 -2.801
O -1.316 4.549 -2.254
O -7.252 -1.731 -0.286
O 5.770 -2.428 -2.880
O 0.777 1.385 -3.556
O 7.317 -2.622 1.690
O -10.206 0.593 2.037
O 3.807 -5.562 -4.944
O -0.612 3.173 -3.924
O -1.406 1.934 2.718
O 2.990 2.846 -0.801
O 4.397 1.463 3.945
N 3.426 3.532 -1.651
C 1.582 3.681 -3.592
C -6.838 -1.756 2.337
C 3.058 3.516 -3.904
C 5.403 -3.921 -0.712
C 8.189 -2.702 4.200
C 0.913 4.759 -3.178
C 6.278 -5.033 -2.979
C -11.767 -0.438 0.154
C -8.131 3.925 2.458
C 0.611 2.507 -3.690
C 5.914 3.078 5.408
C 6.246 -0.999 3.504
C 4.731 0.159 -1.130
C -12.723 -0.026 2.620
C -3.223 1.979 0.783
C 5.558 3.560 2.801
C -7.976 2.416 0.255
C 1.304 -6.063 -4.219
C 1.873 -3.920 -5.718
C -0.614 1.978 0.182
C -7.875 -3.901 1.114
C 7.357 -0.281 -0.913
C -0.518 4.214 -3.010
H 5.832 4.597 3.001
H -0.704 0.891 0.161
H 5.387 -0.744 2.888
H 6.838 -4.969 -3.909
H -8.993 2.089 0.466
H -8.273 -4.207 2.082
H -13.723 -0.028 2.186
H 6.178 4.130 5.523
H 3.196 2.913 -4.805
H 7.312 -0.545 -1.970
H -9.145 3.546 2.592
H 4.939 3.516 1.906
H 8.874 -1.888 3.960
H 2.559 -3.125 -6.006
H -8.481 -4.333 0.320
H 1.161 -6.582 -5.167
H -7.983 3.362 -0.289
H 8.699 -3.656 4.072
H 7.054 -0.292 3.310
H 2.577 6.461 -3.748
H 0.412 2.253 0.426
H -4.042 2.251 1.447
H 8.359 0.070 -0.667
H -7.272 -2.130 3.265
H -6.712 -0.677 2.404
H -0.883 2.398 -0.787
H -7.728 4.233 3.421
H -3.146 0.891 0.723
H 4.582 -0.723 -0.506
H 7.114 -1.147 -0.296
H -6.842 -4.236 1.008
H 4.404 -4.164 -1.079
H -12.798 -0.427 -0.201
H 5.345 -3.069 -0.037
H 5.958 -0.964 4.554
H 5.223 -5.199 -3.200
H 5.543 2.692 6.356
H -8.130 4.774 1.773
H 3.874 0.818 -1.033
H 6.786 2.501 5.096
H 0.935 -3.483 -5.373
H 7.839 -2.613 5.228
H 6.673 -5.850 -2.373
H -5.872 -2.228 2.154
H -11.501 -1.432 0.515
H 3.578 4.483 -3.970
H -7.465 1.657 -0.336
H 5.826 -4.772 -0.179
H 1.588 -6.779 -3.450
H 0.384 -5.557 -3.922
H -12.397 -1.047 2.823
H 6.453 2.955 2.653
H -11.100 -0.156 -0.659
H -3.407 2.400 -0.206
H 1.694 -4.576 -6.570
H 4.852 -0.132 -2.172
H -12.731 0.546 3.546
```

---

(7)
Density functional theory data (wB97M-V/def2-TZVPD) for a molecular structure, C26H62O24Tl in a non-equilibrium geometry.

The calculation puts the energy relative to the best compared isomer or geometry (same formula, charge and spin) at 0.216 eV. The orbital gap is 0.1060 Eh. The charge is +1.

Geometry as XYZ:
```
113
C26H62O24Tl | the Open Molecules 2025 dataset | wB97M-V/def2-TZVPD
Tl -10.923 17.982 -5.122
O -14.057 20.917 -2.328
O -14.701 19.421 -12.918
O -12.077 22.235 -4.094
O -13.808 24.979 -10.105
O -17.767 19.516 -8.237
O -16.336 18.893 -4.905
O -9.660 18.989 -11.700
O -19.649 16.221 -12.299
O -11.478 18.075 -9.851
O -15.349 26.047 -7.812
O -16.353 21.654 -13.632
O -15.724 20.236 -10.267
O -12.577 20.165 -5.949
O -12.968 17.960 -7.318
O -11.870 22.797 -10.429
O -15.085 22.609 -8.974
O -9.444 21.298 -9.845
O -16.234 15.049 -7.883
O -18.991 18.369 -10.447
O -19.709 24.114 -10.493
O -12.750 14.433 -8.457
O -9.696 19.958 -7.049
O -9.611 19.963 -4.304
O -17.629 22.431 -11.027
C -18.257 17.143 -10.638
C -19.962 22.832 -11.047
C -11.746 17.872 -11.240
C -18.879 21.861 -10.673
C -13.705 21.503 -7.545
C -14.580 21.572 -8.684
C -17.236 18.773 -7.170
C -14.443 19.043 -8.821
C -8.690 20.755 -5.082
C -18.357 16.761 -12.080
C -9.532 22.748 -9.803
C -13.937 25.929 -7.848
C -13.445 26.076 -9.272
C -14.066 14.830 -8.792
C -13.206 20.258 -6.983
C -14.945 20.274 -9.340
C -9.372 21.124 -6.354
C -13.545 18.958 -7.703
C -10.907 23.176 -9.423
C -10.436 17.826 -11.968
C -16.771 19.631 -6.002
C -13.304 22.812 -3.705
C -14.860 14.911 -7.506
C -14.362 21.760 -3.404
C -14.213 20.487 -13.727
C -15.335 21.156 -14.501
H -10.230 21.782 -6.123
H -12.256 14.335 -9.276
H -16.949 21.764 -11.141
H -14.047 15.803 -9.299
H -13.434 26.664 -7.213
H -13.432 22.426 -7.038
H -13.503 20.041 -14.423
H -15.173 19.791 -12.167
H -14.412 21.100 -4.283
H -10.574 17.652 -13.031
H -13.671 23.523 -4.458
H -8.380 21.643 -4.530
H -17.247 17.310 -10.242
H -11.232 22.647 -8.510
H -9.820 20.196 -7.984
H -16.450 18.060 -7.474
H -12.358 26.221 -9.288
H -14.747 18.098 -9.262
H -17.059 19.783 -8.831
H -15.715 20.545 -15.320
H -12.373 18.691 -11.619
H -19.755 16.032 -13.235
H -13.086 24.339 -10.079
H -12.174 21.732 -4.913
H -13.676 24.921 -7.484
H -14.758 13.962 -6.977
H -18.178 17.628 -12.721
H -11.017 24.245 -9.271
H -9.878 16.978 -11.544
H -20.513 24.638 -10.515
H -14.917 22.081 -14.917
H -17.624 20.261 -5.709
H -9.203 23.223 -10.728
H -17.589 15.997 -12.269
H -9.968 19.344 -10.859
H -19.989 22.927 -12.139
H -20.910 22.433 -10.670
H -12.306 16.945 -11.407
H -8.516 21.094 -10.005
H -17.051 18.345 -4.570
H -15.380 22.171 -3.382
H -18.921 21.695 -9.588
H -12.316 18.006 -9.388
H -14.573 14.111 -9.443
H -11.671 21.893 -10.704
H -8.804 22.985 -9.021
H -13.708 21.243 -13.117
H -19.042 20.933 -11.226
H -14.516 15.776 -6.930
H -16.752 15.073 -7.073
H -18.771 18.751 -9.586
H -17.097 21.045 -13.642
H -18.742 16.402 -9.994
H -14.175 21.399 -1.503
H -18.041 18.121 -6.812
H -7.798 20.155 -5.287
H -9.472 20.122 -3.366
H -16.028 20.366 -6.338
H -13.920 26.940 -9.740
H -8.779 21.886 -6.880
H -13.126 23.370 -2.782
H -15.600 26.537 -7.026
```

---

(8)
Density functional theory data (wB97M-V/def2-TZVPD) for 9 unconnected molecules or ions with the total composition H18O9 in a non-equilibrium geometry.

The calculation puts the energy relative to the best compared isomer or geometry (same formula, charge and spin) at 2.845 eV. The SMILES is O.O.O.O.O.O.O.O.O. The orbital gap is 0.3846 Eh.

Geometry as XYZ:
```
27
H18O9 | the Open Molecules 2025 dataset | wB97M-V/def2-TZVPD
O 2.758 0.903 0.240
O -2.354 -1.268 -0.902
O -1.332 3.548 -2.329
O 2.203 -0.421 -2.906
O 1.239 -1.385 -0.289
O -2.982 1.050 1.167
O -2.937 -1.445 2.188
O 0.046 1.695 2.643
O 3.483 -2.713 0.051
H -2.300 -1.346 1.463
H 2.956 0.453 1.064
H 1.752 -0.756 -0.819
H -0.911 1.654 2.536
H -2.867 -2.053 -1.124
H 3.517 -2.793 -0.893
H -3.304 0.753 2.029
H -0.426 3.737 -2.086
H 2.653 -2.415 0.454
H 1.252 -0.431 -2.804
H 2.676 1.837 0.452
H -3.174 0.238 0.684
H 0.740 -0.809 0.300
H -2.353 -2.018 2.708
H 0.296 1.034 3.290
H -1.776 -1.144 -1.657
H 2.596 0.450 -2.955
H -1.647 3.548 -1.413
```

---

(9)
Density functional theory data (wB97M-V/def2-TZVPD) for 2 unconnected molecules or ions with the total composition C8H5Br2F3 in a non-equilibrium geometry.

The orbital gap (spin up / spin down) is 0.3250 / 0.3251 Eh.

Geometry as XYZ:
```
18
C8H5Br2F3 | the Open Molecules 2025 dataset | wB97M-V/def2-TZVPD
Br -0.186 0.957 3.669
Br 2.506 2.254 0.144
F 2.369 1.082 3.128
F 1.528 -0.461 1.952
F 0.160 2.735 1.436
C -1.213 -1.546 -2.022
C 0.968 1.682 1.187
C -0.157 -0.772 -2.376
C 1.273 0.807 2.376
C 0.423 0.169 -1.440
C -1.809 -1.462 -0.777
C -1.304 -0.586 0.116
C -0.246 0.160 -0.279
H 0.242 -0.783 -3.407
H -2.416 -2.305 -0.540
H -1.797 -2.296 -2.516
H 1.173 0.879 -1.827
H -1.514 -0.514 1.178
```

---

(10)
Density functional theory data (wB97M-V/def2-TZVPD) for a molecular structure, C34H41BF3N8O3S5Sr in a non-equilibrium geometry.

The calculation puts the energy relative to the best compared isomer or geometry (same formula, charge and spin) at 0.350 eV. The orbital gap is 0.2530 Eh. The charge is -1.

Geometry as XYZ:
```
96
C34H41BF3N8O3S5Sr | the Open Molecules 2025 dataset | wB97M-V/def2-TZVPD
Sr -1.998 0.194 -1.016
S -1.755 -1.534 1.403
S -1.021 3.944 0.777
S -4.432 -1.292 -2.133
S 0.233 1.679 -2.389
S 2.466 -2.205 -1.934
F -6.001 -3.932 -1.193
F -5.780 -3.940 -3.350
F -5.413 -5.734 -2.218
O 0.313 3.990 0.248
O -3.618 1.707 -0.503
O -1.214 4.328 2.154
N 0.306 0.227 1.465
N -1.720 2.484 0.480
N 1.784 -1.620 0.609
N 2.701 -3.600 0.478
N 2.846 2.203 -1.715
N -2.061 -2.411 -1.821
N 1.929 0.698 -0.428
N -1.072 0.557 3.128
C -4.169 5.918 -1.691
C 3.214 -4.945 0.088
C 4.502 3.737 -2.686
C 3.805 1.788 -0.807
C 3.230 0.860 -0.021
C -3.037 1.843 3.807
C -1.505 -4.728 -1.781
C 2.148 4.457 -2.448
C -3.139 4.066 -0.629
C -2.215 0.589 4.098
C -2.127 4.889 -0.203
C -0.067 1.509 3.210
C 2.247 -5.984 0.663
C 4.606 -5.102 0.696
C -1.619 0.637 5.505
C -2.087 6.239 -0.489
C -3.121 -0.631 4.014
C -2.874 2.654 -0.181
C 0.782 1.295 2.190
C -4.186 4.563 -1.382
C 3.303 -5.172 -1.416
C 3.052 3.264 -2.748
C -3.134 6.743 -1.253
C -3.786 -4.020 -2.047
C -5.236 -4.385 -2.204
C 2.801 2.666 -4.132
C 1.696 1.510 -1.485
C -3.375 -2.663 -2.000
C 2.324 -2.513 -0.265
C -2.850 -5.028 -1.947
C 1.848 -2.132 1.884
C -0.849 -0.218 2.036
C -1.171 -3.388 -1.710
C 2.423 -3.344 1.814
B 0.980 -0.364 0.181
H 4.738 4.211 -1.732
H 1.648 1.849 1.881
H 3.063 3.414 -4.883
H 4.593 -4.979 1.779
H 2.275 -6.027 1.751
H -0.750 -5.496 -1.705
H 2.263 5.189 -3.251
H 3.658 -6.199 -1.540
H -3.876 -0.493 4.792
H 1.226 -5.758 0.358
H -3.519 1.754 2.833
H 5.283 -4.360 0.274
H -1.042 1.541 5.692
H 4.804 2.172 -0.805
H -3.143 7.793 -1.515
H -4.967 6.347 -2.283
H -3.811 1.941 4.571
H -3.615 -0.719 3.053
H 2.513 -6.971 0.283
H -0.973 -0.225 5.676
H -2.431 2.745 3.793
H -4.974 3.904 -1.717
H 1.105 4.162 -2.389
H 1.765 2.370 -4.264
H 3.433 1.790 -4.279
H -2.589 -1.561 4.203
H 3.649 0.268 0.772
H 2.340 -5.068 -1.909
H -3.178 -6.057 -1.993
H 1.459 -1.599 2.731
H 0.185 -0.686 -0.640
H -2.432 0.608 6.231
H 4.995 -6.096 0.471
H -1.283 6.873 -0.146
H 2.430 4.920 -1.503
H 3.987 -4.489 -1.906
H -0.078 2.292 3.941
H 4.637 4.481 -3.471
H -0.142 -3.070 -1.572
H 2.637 -4.056 2.586
H 5.207 2.926 -2.867
```